{"formula": "C37H63BNO14P", "method": "the ωB97M-V functional and the def2-TZVPD basis", "elements": ["C", "C", "C", "C", "C", "C", "C", "C", "C", "N", "C", "C", "C", "O", "C", "C", "C", "P", "O", "O", "O", "C", "C", "B", "O", "C", "C", "C", "C", "O", "H", "H", "H", "H", "H", "H", "H", "H", "H", "H", "H", "H", "H", "H", "H", "H", "H", "H", "H", "H", "H", "H", "H", "H", "H", "H", "H", "H", "H", "H", "H", "O", "C", "O", "C", "C", "C", "H", "H", "H", "H", "H", "H", "H", "H", "O", "C", "O", "C", "C", "C", "H", "H", "H", "H", "H", "H", "H", "H", "O", "C", "O", "C", "C", "C", "H", "H", "H", "H", "H", "H", "H", "H", "O", "C", "O", "C", "C", "C", "H", "H", "H", "H", "H", "H", "H", "H"], "xyz": [[3.95, -4.75, -0.42], [2.71, -4.33, -1.23], [2.89, -3.02, -2.02], [2.03, -1.87, -1.50], [2.32, -1.45, -0.06], [1.17, -0.61, 0.53], [1.30, 0.90, 0.26], [0.26, 1.54, -0.64], [0.44, 2.72, -1.26], [1.59, 3.52, -1.16], [1.46, 4.71, -0.31], [1.51, 4.37, 1.17], [-0.65, 3.26, -2.15], [-0.89, 4.43, -2.28], [-1.41, 2.21, -2.89], [-1.87, 2.44, -4.17], [-2.50, 1.39, -4.84], [-3.02, 1.69, -6.53], [-3.27, 3.11, -6.80], [-1.95, 1.01, -7.51], [-4.25, 0.69, -6.71], [-2.68, 0.16, -4.21], [-2.27, -0.07, -2.90], [-2.51, -1.51, -2.26], [-3.42, -1.67, -1.26], [-1.73, -2.77, -2.77], [-1.62, -3.87, -1.71], [-1.62, 0.98, -2.25], [-1.05, 0.86, -0.87], [-1.64, 0.28, 0.02], [3.92, -4.33, 0.59], [4.86, -4.40, -0.91], [4.01, -5.84, -0.34], [2.42, -5.14, -1.90], [1.89, -4.19, -0.53], [3.94, -2.73, -2.08], [2.58, -3.21, -3.05], [0.98, -2.17, -1.60], [2.18, -1.00, -2.16], [2.43, -2.34, 0.56], [3.26, -0.89, -0.03], [1.13, -0.77, 1.61], [0.25, -1.01, 0.12], [1.35, 1.45, 1.21], [2.28, 1.06, -0.21], [2.39, 2.97, -0.89], [0.56, 5.25, -0.56], [2.29, 5.39, -0.56], [1.32, 5.27, 1.76], [2.46, 3.93, 1.45], [0.69, 3.69, 1.41], [-1.71, 3.41, -4.62], [-1.17, 1.57, -7.61], [-4.38, 0.45, -7.63], [-3.17, -0.63, -4.77], [-4.05, -0.95, -1.24], [-0.75, -2.52, -3.17], [-2.31, -3.20, -3.61], [-2.60, -4.25, -1.43], [-1.16, -3.49, -0.79], [-1.03, -4.71, -2.07], [-2.42, -6.06, -3.99], [-1.63, -6.92, -4.25], [-0.55, -7.06, -3.45], [0.38, -8.14, -3.56], [1.45, -7.86, -4.60], [-1.76, -7.79, -5.48], [-0.15, -9.08, -3.76], [0.82, -8.22, -2.58], [1.03, -7.76, -5.60], [2.17, -8.68, -4.62], [1.97, -6.93, -4.36], [-1.35, -7.25, -6.33], [-2.82, -7.96, -5.65], [-1.27, -8.76, -5.40], [2.21, 1.97, 3.54], [1.65, 2.38, 4.53], [0.31, 2.46, 4.50], [-0.47, 2.82, 5.65], [-0.66, 4.32, 5.74], [2.40, 2.85, 5.74], [-0.04, 2.39, 6.55], [-1.44, 2.34, 5.49], [0.29, 4.84, 5.87], [-1.31, 4.57, 6.58], [-1.13, 4.70, 4.83], [2.72, 3.89, 5.60], [3.28, 2.23, 5.85], [1.83, 2.78, 6.66], [1.64, 0.61, 7.55], [1.58, -0.54, 7.20], [2.72, -1.25, 7.15], [2.75, -2.66, 6.88], [2.74, -2.95, 5.39], [0.28, -1.17, 6.75], [1.94, -3.17, 7.41], [3.68, -3.00, 7.32], [1.82, -2.60, 4.92], [2.82, -4.03, 5.22], [3.57, -2.45, 4.91], [0.12, -0.90, 5.70], [-0.53, -0.73, 7.34], [0.24, -2.25, 6.85], [-2.39, 6.21, 3.13], [-2.44, 6.74, 2.05], [-3.64, 7.10, 1.56], [-3.79, 7.86, 0.36], [-3.78, 6.98, -0.87], [-1.20, 6.94, 1.21], [-3.04, 8.65, 0.31], [-4.76, 8.34, 0.46], [-2.83, 6.46, -1.00], [-3.96, 7.57, -1.77], [-4.56, 6.22, -0.80], [-1.01, 6.01, 0.67], [-0.36, 7.13, 1.87], [-1.27, 7.75, 0.49]], "gap_ev": 7.98, "total_energy_ha": -2922.15173, "mol_weight_g_mol": 787.69, "charge": 0, "e_lumo_ev": -0.488, "smiles": "CCCCCCCC1=C(NCC)C(=O)c2cc(P(=O)(O)O)cc(B(O)CC)c2C1=O.CCOC(C)=O.CCOC(C)=O.CCOC(C)=O.CCOC(C)=O"}